# 1
This record from the OMol25 dataset describes 12 unconnected molecules or ions with the total composition C12H48O12. The level of theory is wB97M-V/def2-TZVPD.

Geometry (Å):
C -3.051 -0.944 3.356
O -2.584 -1.577 2.090
H -3.375 -1.760 4.030
H -2.257 -0.293 3.709
H -3.990 -0.361 3.127
H -1.741 -1.885 2.307
C -1.751 2.928 3.411
O -2.027 2.324 2.189
H -0.678 2.972 3.530
H -2.362 3.800 3.529
H -2.152 2.245 4.218
H -2.915 2.439 1.834
C 2.673 -3.931 -2.870
O 2.221 -2.669 -2.480
H 2.508 -4.108 -3.923
H 3.750 -4.194 -2.711
H 2.025 -4.680 -2.427
H 2.728 -2.213 -1.795
C -3.713 4.184 -0.047
O -4.250 3.114 0.714
H -2.748 4.551 0.445
H -3.511 3.942 -1.064
H -4.452 5.008 -0.083
H -4.395 2.419 0.072
C 1.611 3.632 -0.903
O 2.247 2.455 -0.422
H 2.282 4.500 -0.868
H 1.217 3.446 -1.888
H 0.813 3.903 -0.219
H 1.531 1.855 -0.136
C 5.197 2.723 -2.181
O 4.614 1.688 -1.345
H 5.964 2.173 -2.650
H 4.401 3.041 -2.880
H 5.638 3.628 -1.596
H 3.821 2.046 -0.877
C -4.029 -0.494 -0.675
O -3.005 0.278 -0.051
H -3.523 -1.227 -1.303
H -4.764 -0.999 -0.053
H -4.525 0.171 -1.406
H -2.656 -0.209 0.708
C 0.140 0.121 -2.971
O -1.007 -0.409 -2.384
H 0.178 1.164 -2.645
H 1.056 -0.460 -2.675
H 0.050 0.054 -4.075
H -0.942 -0.410 -1.431
C 3.741 -1.425 0.418
O 3.289 -0.731 -0.777
H 3.409 -0.893 1.344
H 3.159 -2.339 0.430
H 4.824 -1.720 0.440
H 3.905 -0.036 -1.106
C -1.408 -3.822 -1.398
O -0.109 -3.436 -0.924
H -2.039 -2.987 -1.690
H -1.280 -4.564 -2.136
H -1.880 -4.284 -0.562
H 0.399 -2.881 -1.587
C 0.930 -3.169 2.724
O -0.343 -3.166 1.986
H 1.711 -3.805 2.259
H 1.392 -2.152 2.813
H 0.626 -3.519 3.733
H -0.093 -3.101 1.078
C 0.188 0.471 1.301
O -0.302 1.307 0.254
H -0.410 -0.453 1.257
H 1.290 0.238 1.157
H -0.033 0.943 2.262
H -1.231 1.542 0.493

Gap between HOMO and LUMO (eV): 10.14
HOMO level (eV): -9.450
Net charge: 0
Relative energy (zero: lowest compared OMol25 entry of this formula, charge and spin) (eV): 5.013

---

# 2
This record from the OMol25 dataset describes 12 unconnected molecules or ions with the total composition C12H48O12. The level of theory is wB97M-V/def2-TZVPD.

Geometry (Å):
C 1.406 -4.560 -0.150
O 1.651 -3.182 0.134
H 2.214 -5.224 0.140
H 0.428 -4.832 0.253
H 1.334 -4.645 -1.242
H 0.902 -2.630 -0.135
C 0.266 2.912 4.021
O -0.396 2.398 2.861
H 0.060 2.293 4.896
H 1.319 2.834 3.770
H -0.064 3.930 4.229
H -1.353 2.404 2.964
C 0.035 -3.100 -3.484
O 0.442 -4.445 -3.694
H -1.043 -3.066 -3.342
H 0.523 -2.687 -2.595
H 0.262 -2.485 -4.359
H 1.315 -4.441 -4.093
C -0.222 0.100 0.306
O -0.088 -1.097 -0.444
H 0.256 -0.053 1.278
H 0.321 0.928 -0.153
H -1.253 0.318 0.586
H -0.658 -1.064 -1.230
C 3.445 -0.618 -2.258
O 3.257 -0.324 -0.877
H 3.452 -1.700 -2.391
H 2.710 -0.107 -2.882
H 4.425 -0.245 -2.555
H 2.507 -0.835 -0.547
C -3.469 3.566 1.500
O -3.307 2.138 1.642
H -4.468 3.753 1.100
H -3.329 4.053 2.467
H -2.703 3.927 0.816
H -4.106 1.763 2.024
C 1.556 -1.799 3.252
O 1.833 -2.716 4.323
H 2.201 -0.919 3.309
H 1.774 -2.313 2.315
H 0.510 -1.522 3.331
H 2.756 -2.973 4.268
C 1.500 3.281 -1.592
O 1.607 4.675 -1.345
H 1.659 2.745 -0.653
H 0.508 3.080 -1.996
H 2.254 2.940 -2.307
H 2.507 4.972 -1.488
C -2.937 -3.013 1.529
O -3.186 -2.753 2.913
H -3.853 -2.648 1.068
H -2.071 -2.430 1.196
H -2.735 -4.059 1.284
H -2.427 -3.046 3.427
C -0.924 0.369 -3.544
O -1.874 -0.323 -2.748
H -1.360 1.326 -3.853
H -0.071 0.618 -2.897
H -0.582 -0.186 -4.414
H -2.344 0.326 -2.208
C -4.477 1.647 -1.711
O -3.292 1.426 -0.960
H -5.361 1.397 -1.112
H -4.599 2.724 -1.887
H -4.402 1.098 -2.643
H -3.237 1.932 -0.123
C 3.710 1.722 1.486
O 4.238 2.174 0.228
H 4.156 0.764 1.750
H 3.964 2.474 2.228
H 2.628 1.642 1.355
H 4.302 1.389 -0.337

Gap between HOMO and LUMO (eV): 9.86
HOMO level (eV): -9.635
Net charge: 0
Relative energy (zero: lowest compared OMol25 entry of this formula, charge and spin) (eV): 5.158

---

# 3
This record from the OMol25 dataset describes 12 unconnected molecules or ions with the total composition C12H48O12. The level of theory is wB97M-V/def2-TZVPD.

Geometry (Å):
C 1.995 4.589 5.763
O 1.913 3.288 5.136
H 2.707 5.180 5.188
H 1.085 5.123 6.039
H 2.506 4.344 6.694
H 1.087 2.904 5.441
C -2.823 -0.788 5.304
O -2.337 0.568 5.519
H -3.865 -0.735 4.989
H -2.225 -1.239 4.513
H -2.645 -1.439 6.160
H -3.079 1.089 5.835
C 4.658 -3.459 -1.788
O 4.372 -3.609 -3.193
H 4.796 -2.429 -1.457
H 3.827 -3.821 -1.183
H 5.621 -3.858 -1.472
H 4.399 -4.552 -3.367
C -2.434 3.131 -4.474
O -1.463 2.410 -5.236
H -3.000 3.880 -5.029
H -3.091 2.451 -3.932
H -1.969 3.672 -3.650
H -0.823 2.071 -4.605
C -5.513 -4.550 -0.122
O -4.648 -3.497 -0.268
H -5.536 -4.882 0.916
H -6.523 -4.187 -0.312
H -5.263 -5.305 -0.868
H -4.198 -3.706 -1.090
C 3.823 -2.863 4.269
O 3.746 -4.258 4.002
H 3.521 -2.791 5.314
H 4.777 -2.362 4.109
H 3.140 -2.296 3.636
H 2.899 -4.609 4.286
C 7.808 -0.787 -6.740
O 6.438 -1.026 -7.095
H 8.380 -0.756 -7.667
H 8.001 0.165 -6.244
H 8.200 -1.628 -6.168
H 6.091 -1.476 -6.321
C 0.317 0.299 -0.688
O 1.030 0.344 -1.918
H 0.679 0.982 0.081
H -0.750 0.500 -0.783
H 0.343 -0.706 -0.268
H 1.279 -0.540 -2.195
C 4.575 4.692 0.157
O 4.888 3.709 1.138
H 4.860 5.693 0.481
H 5.216 4.316 -0.640
H 3.509 4.652 -0.069
H 4.196 3.721 1.803
C -1.046 -6.130 -3.185
O -1.792 -5.117 -3.859
H -1.746 -6.932 -2.949
H -0.407 -6.591 -3.937
H -0.550 -5.813 -2.267
H -2.294 -5.596 -4.522
C -8.102 1.165 0.463
O -6.733 1.304 0.250
H -8.510 2.157 0.658
H -8.646 0.633 -0.317
H -8.288 0.656 1.409
H -6.375 0.425 0.105
C -3.052 5.819 1.967
O -3.816 5.793 0.721
H -3.839 5.748 2.718
H -2.300 5.032 2.028
H -2.655 6.834 1.987
H -4.345 4.995 0.797

Gap between HOMO and LUMO (eV): 10.01
HOMO level (eV): -9.963
Net charge: 0
Relative energy (zero: lowest compared OMol25 entry of this formula, charge and spin) (eV): 7.996

---

# 4
This record from the OMol25 dataset describes 12 unconnected molecules or ions with the total composition C12H48O12. The level of theory is wB97M-V/def2-TZVPD.

Geometry (Å):
C -15.987 27.281 -13.130
O -16.663 28.329 -12.489
H -16.291 26.285 -12.809
H -16.258 27.358 -14.183
H -14.957 27.638 -13.119
H -17.464 28.411 -13.011
C -12.026 30.956 -6.753
O -12.192 30.346 -7.986
H -11.939 30.217 -5.958
H -11.014 31.361 -6.769
H -12.849 31.631 -6.518
H -12.842 30.831 -8.499
C -25.157 32.556 -6.859
O -25.221 32.720 -5.446
H -26.028 31.953 -7.116
H -25.305 33.584 -7.188
H -24.240 32.179 -7.311
H -26.071 33.082 -5.184
C -20.682 34.997 -5.748
O -20.691 34.075 -4.721
H -21.624 34.777 -6.252
H -20.642 36.023 -5.383
H -19.843 34.742 -6.396
H -21.361 34.410 -4.121
C -21.899 28.698 -10.806
O -21.163 27.977 -9.827
H -21.120 29.196 -11.383
H -22.526 28.038 -11.406
H -22.540 29.460 -10.364
H -20.472 28.524 -9.445
C -23.207 33.824 -11.021
O -22.002 33.774 -10.273
H -23.123 33.871 -12.107
H -23.900 33.071 -10.647
H -23.657 34.809 -10.895
H -21.370 34.429 -10.578
C -16.420 33.713 -4.280
O -17.161 32.531 -4.384
H -15.340 33.586 -4.363
H -16.673 34.352 -5.126
H -16.730 34.362 -3.461
H -18.077 32.793 -4.505
C -23.492 28.649 -6.117
O -24.445 28.810 -5.099
H -22.790 27.858 -5.854
H -24.016 28.399 -7.040
H -22.909 29.558 -6.265
H -24.640 29.737 -4.945
C -16.178 27.613 -4.575
O -15.865 28.515 -3.475
H -15.623 26.692 -4.399
H -17.248 27.487 -4.737
H -15.777 28.019 -5.504
H -16.379 29.324 -3.540
C -18.051 31.411 -8.768
O -19.414 31.090 -8.507
H -17.366 30.564 -8.798
H -17.968 32.028 -9.662
H -17.697 32.050 -7.959
H -19.964 31.720 -8.979
C -13.635 35.222 -8.448
O -14.815 34.983 -9.130
H -13.347 36.271 -8.371
H -13.859 34.948 -7.417
H -12.820 34.563 -8.748
H -14.740 34.110 -9.523
C -13.131 31.619 -12.222
O -14.254 31.680 -11.353
H -13.284 31.655 -13.301
H -12.558 32.508 -11.958
H -12.588 30.677 -12.148
H -14.744 30.888 -11.586

Gap between HOMO and LUMO (eV): 10.10
HOMO level (eV): -9.897
Net charge: 0
Relative energy (zero: lowest compared OMol25 entry of this formula, charge and spin) (eV): 7.833

---

# 5
This record from the OMol25 dataset describes 12 unconnected molecules or ions with the total composition C12H48O12. The level of theory is wB97M-V/def2-TZVPD.

Geometry (Å):
C -4.826 -30.451 -22.352
O -4.445 -31.779 -22.121
H -4.838 -30.380 -23.440
H -5.829 -30.270 -21.964
H -4.057 -29.816 -21.913
H -3.595 -31.935 -22.538
C -6.932 -38.772 -21.021
O -7.682 -39.347 -19.924
H -7.498 -38.679 -21.948
H -6.546 -37.775 -20.807
H -6.044 -39.381 -21.185
H -8.621 -39.202 -20.064
C -1.573 -34.674 -21.840
O -2.955 -34.519 -21.799
H -1.149 -35.012 -20.894
H -1.317 -35.384 -22.627
H -1.096 -33.746 -22.156
H -3.322 -34.039 -22.545
C -10.097 -33.497 -17.642
O -9.044 -34.076 -18.412
H -10.060 -33.762 -16.585
H -10.010 -32.410 -17.637
H -11.012 -33.761 -18.171
H -8.218 -33.724 -18.072
C -4.375 -33.278 -25.322
O -3.564 -34.011 -24.418
H -4.996 -33.877 -25.988
H -5.048 -32.730 -24.662
H -3.863 -32.607 -26.013
H -2.847 -34.417 -24.911
C -6.521 -34.267 -20.991
O -6.466 -33.811 -22.366
H -6.837 -33.433 -20.364
H -7.190 -35.099 -20.768
H -5.490 -34.545 -20.771
H -5.803 -33.119 -22.428
C -6.931 -31.339 -17.241
O -6.657 -32.558 -17.964
H -6.045 -30.706 -17.186
H -7.639 -30.744 -17.818
H -7.286 -31.538 -16.230
H -5.949 -32.358 -18.582
C -3.684 -37.526 -20.483
O -4.080 -37.023 -21.702
H -4.364 -37.325 -19.654
H -3.544 -38.606 -20.466
H -2.731 -37.031 -20.291
H -3.832 -36.095 -21.680
C -7.387 -36.457 -24.442
O -7.142 -35.072 -24.645
H -6.588 -36.990 -24.958
H -7.335 -36.727 -23.387
H -8.375 -36.788 -24.762
H -6.811 -34.738 -23.806
C -3.560 -33.039 -18.905
O -4.389 -31.919 -19.352
H -3.477 -32.947 -17.822
H -4.050 -33.999 -19.069
H -2.525 -33.032 -19.246
H -4.413 -31.911 -20.313
C -8.996 -31.303 -21.031
O -9.086 -29.913 -20.909
H -9.803 -31.636 -21.684
H -8.017 -31.521 -21.458
H -9.022 -31.742 -20.034
H -9.993 -29.734 -20.651
C -10.170 -34.864 -21.613
O -9.919 -35.668 -20.453
H -10.454 -35.407 -22.514
H -10.951 -34.179 -21.283
H -9.300 -34.269 -21.893
H -9.596 -35.061 -19.781

Gap between HOMO and LUMO (eV): 9.46
HOMO level (eV): -9.395
Net charge: 0
Relative energy (zero: lowest compared OMol25 entry of this formula, charge and spin) (eV): 5.093

---

# 6
This record from the OMol25 dataset describes 14 unconnected molecules or ions with the total composition C12H49FIN3O16PS. The level of theory is wB97M-V/def2-TZVPD.

Geometry (Å):
C -1.524 -3.891 2.211
C -1.356 -2.372 2.381
C 0.018 -1.920 2.872
F -0.068 -1.627 4.237
C 0.595 -0.732 2.094
C 2.049 -0.828 1.693
O 2.298 0.392 1.064
P 1.533 1.688 1.940
I 2.995 3.569 0.747
C 2.864 1.671 3.298
N 4.210 1.199 3.032
C 0.233 2.010 0.582
C 0.498 1.716 -0.904
C -0.449 0.646 -1.486
C 0.179 -0.401 -2.406
S 1.628 -1.181 -1.680
C 2.981 -0.458 -2.454
N 3.082 0.287 -3.513
N 4.448 0.554 -3.652
C 5.036 -0.057 -2.678
O 4.180 -0.724 -1.875
O 0.482 0.487 2.736
H -0.685 -4.456 2.603
H -2.454 -4.235 2.658
H -1.594 -4.131 1.152
H -2.085 -1.986 3.092
H -1.572 -1.887 1.433
H 0.716 -2.759 2.797
H 0.052 -0.715 1.131
H 2.665 -0.987 2.592
H 2.277 -1.651 1.010
H 0.862 2.710 2.734
H 2.424 1.146 4.141
H 2.938 2.718 3.595
H 4.511 1.481 2.110
H 4.300 0.203 3.141
H 0.022 3.071 0.692
H -0.668 1.485 0.902
H 0.317 2.639 -1.455
H 1.539 1.464 -1.088
H -0.967 0.121 -0.684
H -1.223 1.125 -2.085
H -0.522 -1.217 -2.543
H 0.407 -0.022 -3.398
H 6.086 -0.087 -2.457
O -1.297 -3.284 -3.569
H -0.462 -3.508 -3.993
H -1.680 -4.130 -3.317
O -2.793 -0.491 -3.938
H -3.417 -0.519 -4.676
H -2.462 -1.394 -3.849
O 2.983 -4.224 -2.019
H 3.448 -4.673 -1.305
H 3.275 -3.306 -1.948
O -4.681 -0.133 -6.208
H -5.354 0.516 -5.958
H -4.180 0.296 -6.911
O 0.594 1.657 5.652
H 0.335 2.494 5.250
H 0.045 1.020 5.173
O 6.251 0.268 -6.131
H 5.554 -0.087 -6.688
H 5.783 0.545 -5.329
O -2.041 1.727 4.521
H -2.819 1.574 3.978
H -2.314 1.492 5.416
O -5.933 -1.662 -8.485
H -5.755 -1.046 -7.762
H -5.586 -2.499 -8.163
O -7.338 1.605 -5.821
H -7.955 1.301 -5.149
H -7.749 2.387 -6.201
O 1.029 -4.905 0.406
H 1.545 -5.099 1.195
H 1.678 -4.876 -0.309
O -3.244 2.561 7.199
H -2.914 3.466 7.158
H -4.020 2.604 7.767
O -0.443 2.912 8.408
H -0.167 2.691 7.506
H -1.370 2.657 8.456
O -0.028 5.638 -0.094
H -0.551 6.427 0.072
H 0.654 5.910 -0.716

Gap between HOMO and LUMO (eV): 5.71
HOMO level (eV): -4.227
Net charge: -1

---

# 7
This record from the OMol25 dataset describes C12H4ClF5O2 in the gas phase. The level of theory is wB97M-V/def2-TZVPD.

Geometry (Å):
O 1.017 -2.550 2.185
C 0.588 -1.526 1.440
C -1.030 -1.163 1.221
C -1.453 -0.660 -0.147
C -3.001 -0.212 -0.520
F -2.873 1.147 -1.167
F -3.646 -1.077 -1.547
C -3.963 0.019 0.800
F -4.411 -1.288 1.332
F -5.188 0.730 0.291
F -3.355 0.927 1.809
C -0.350 -0.492 -1.393
O -0.639 -0.802 -2.663
C 1.154 0.048 -0.900
C 2.056 1.074 -1.806
C 3.505 1.562 -1.168
Cl 4.489 2.769 -2.189
C 4.020 0.981 0.313
C 3.097 -0.066 1.234
C 1.629 -0.523 0.599
H -1.818 -1.254 2.097
H 1.612 1.426 -2.830
H 5.074 1.371 0.713
H 3.489 -0.441 2.296

Gap between HOMO and LUMO (eV): 7.14
HOMO level (eV): -9.551
Net charge: 0

---

# 8
This record from the OMol25 dataset describes a molecular structure, C12H4CrO8. The level of theory is wB97M-V/def2-TZVPD.

Geometry (Å):
Cr -2.794 -0.946 0.313
C 0.689 -1.839 -1.216
C 1.602 -0.902 -1.826
C 1.010 0.406 -2.554
O 1.748 1.252 -3.120
C -0.412 0.605 -2.500
C -1.210 -0.392 -1.987
C -0.629 -1.643 -1.328
O -1.372 -2.499 -0.725
O -2.426 -0.045 -1.811
O 2.853 -1.006 -1.704
H 1.110 -2.688 -0.697
H -0.899 1.463 -2.939
C -0.489 2.054 1.680
C -1.351 0.890 1.561
C -0.752 -0.525 1.998
O -1.616 -1.411 2.030
C 0.693 -0.607 2.099
C 1.433 0.502 2.017
C 0.867 1.878 1.871
O 1.590 2.953 2.015
O 2.708 0.211 1.921
O -2.487 0.870 1.090
H -0.937 3.036 1.637
H 1.070 -1.616 2.175

2S+1: 5
Gap between HOMO and LUMO (spin up / spin down) (eV): 5.48 / 5.23
HOMO level (spin up / spin down) (eV): -1.382 / -1.336
Net charge: -2
Relative energy (zero: lowest compared OMol25 entry of this formula, charge and spin) (eV): 3.776

---

For reference, total energy by record: -1388.66497, -1388.65965, -1388.55536, -1388.56135, -1388.66203, -2991.86773, -1569.14477, -2106.06656 Eh.